Entry 1:
The following is a DFT calculation (the ωB97M-V functional and the def2-TZVPD basis) of a cluster of 5 separate species, C21H31Cl16NO4 in total in a non-equilibrium geometry.

Results
E_HOMO   -9.166 eV
M   928.730 g/mol
Energy   -232312.99078 eV
Gap between HOMO and LUMO   9.0781 eV
Total charge   0
LUMO level   -0.088 eV
SMILES   CCCC[C@H]1OC(=O)[C@@](CCO)(CCN(CC)C(C)=O)[C@H]1C.ClC(Cl)(Cl)Cl.ClC(Cl)(Cl)Cl.ClC(Cl)(Cl)Cl.ClC(Cl)(Cl)Cl

Each line ends with the Mulliken charge.
Cartesian coordinates (Å):
C1 4.74433 -3.11585 -0.70469  -1.23
C2 4.15864 -1.66577 -1.07354  1.06
C3 4.46641 -1.23523 -2.60878  -0.89
C4 3.12150 -0.80483 -3.36827  -0.59
C5 2.78998 0.76069 -3.36546  -0.03
O1 1.35888 0.75507 -3.73565  -0.36
C6 0.46795 1.11483 -2.68971  -0.67
O2 -0.73541 1.17693 -2.95598  -0.37
C7 1.24272 1.44365 -1.29530  2.01
C8 0.58548 2.89302 -0.96704  -1.17
C9 0.86481 3.40627 0.51820  -0.10
O3 2.18111 3.12235 1.03550  -0.55
C10 1.07002 0.36393 -0.13593  -0.77
C11 0.32149 -0.99808 -0.57411  -0.95
N1 -1.16668 -0.94852 -0.45151  0.66
C12 -1.66251 -1.54140 0.82365  -0.39
C13 -2.39191 -2.96710 0.65906  -0.92
C14 -1.87195 -1.47489 -1.62854  0.37
C15 -1.44077 -2.72390 -2.51270  -1.10
O4 -2.90837 -0.85446 -2.00260  -0.72
C16 2.71210 1.56945 -1.98088  -0.24
C17 4.00355 1.66615 -1.03890  -1.15
H1 5.06834 -3.06185 0.39749  0.32
H2 3.89792 -3.88863 -0.72778  0.27
H3 5.65322 -3.41804 -1.31301  0.36
H4 4.66756 -0.92118 -0.36384  0.12
H5 3.03199 -1.69309 -0.85163  -0.69
H6 4.82259 -2.20780 -3.11621  0.49
H7 5.32119 -0.49327 -2.69520  0.25
H8 2.28820 -1.47602 -2.98846  0.09
H9 3.27600 -1.09426 -4.47415  0.41
H10 3.31472 1.24669 -4.25335  0.23
H11 0.92205 3.69651 -1.71283  0.39
H12 -0.56037 2.84613 -1.08127  0.35
H13 0.11149 2.86624 1.20450  0.19
H14 0.61525 4.52554 0.61795  0.11
H15 2.17754 2.31585 1.58567  0.37
H16 0.53649 0.73240 0.79668  0.47
H17 2.11846 0.03315 0.20807  0.40
H18 0.67545 -1.78804 0.19341  0.49
H19 0.71214 -1.35712 -1.57987  -0.01
H20 -0.88101 -1.59958 1.65297  0.33
H21 -2.47586 -0.82897 1.22296  0.22
H22 -1.78021 -3.70400 0.01806  0.29
H23 -2.57502 -3.50441 1.64947  0.27
H24 -3.42931 -2.82695 0.18464  0.26
H25 -1.09677 -2.32136 -3.53024  0.28
H26 -0.53669 -3.25617 -2.05266  0.31
H27 -2.34309 -3.39479 -2.65672  0.34
H28 2.64240 2.65245 -2.37576  0.46
H29 4.90157 1.34457 -1.65602  0.35
H30 4.16329 2.78361 -0.81405  0.30
H31 3.90986 1.15644 -0.03100  0.10
Cl1 -5.80903 -3.77464 3.45217  -0.10
C18 -5.46099 -2.04521 3.65744  0.34
Cl2 -6.86786 -1.24035 4.38392  -0.10
Cl3 -4.05008 -1.84769 4.71914  -0.08
Cl4 -5.11611 -1.31888 2.07472  -0.07
Cl5 -5.34371 -3.12885 10.05952  -0.10
C19 -4.94689 -1.71493 9.06050  0.33
Cl6 -5.64308 -0.25605 9.79615  -0.10
Cl7 -3.18198 -1.54053 8.95590  -0.11
Cl8 -5.61651 -1.93367 7.43070  -0.02
Cl9 -5.12668 2.98954 -4.81156  -0.13
C20 -3.83280 1.84193 -5.22488  0.27
Cl10 -4.34772 0.84310 -6.60286  -0.13
Cl11 -2.36438 2.74130 -5.66429  -0.11
Cl12 -3.49561 0.79997 -3.83041  0.11
Cl13 -0.33038 3.52871 4.01586  -0.10
C21 0.02859 5.25581 4.22754  0.36
Cl14 -1.38096 6.06925 4.93757  -0.09
Cl15 1.42547 5.44100 5.30798  -0.10
Cl16 0.39999 5.98381 2.65022  -0.09

***

Entry 2:
The following is a DFT calculation (the ωB97M-V functional and the def2-TZVPD basis) of a structure of composition C21H31Cl3F2GeNOPPd.

Results
2S+1   4
E_HOMO (spin up / spin down)   -11.059 / -11.705 eV
M   667.844 g/mol
<S²>   3.765
Energy   -138100.19283 eV
Gap between HOMO and LUMO (spin up / spin down)   8.2816 / 5.9388 eV
Total charge   +1
LUMO level (spin up / spin down)   -2.777 / -5.766 eV

Each line ends with the Löwdin spin population.
Cartesian coordinates (Å):
Pd1 -0.82917 0.18424 0.19323  1.23
F1 1.26586 3.39285 -3.66900  0.01
C1 0.40867 3.29471 -2.65255  0.01
C2 0.13277 2.03459 -2.13387  0.05
C3 -0.74458 1.94946 -1.07419  0.35
C4 -1.37021 3.07646 -0.53049  0.04
C5 -1.04315 4.31108 -1.09547  0.01
F2 -1.57302 5.43419 -0.59577  0.01
C6 -0.16004 4.44752 -2.14872  -0.01
C7 -2.31083 2.89059 0.58446  0.01
C8 -3.31943 3.78884 0.92055  0.00
C9 -4.17268 3.48011 1.96349  0.00
C10 -4.00729 2.28992 2.65524  0.00
C11 -2.99249 1.44114 2.25829  0.01
N1 -2.16375 1.73152 1.25526  0.07
H1 0.61542 1.17516 -2.57759  0.01
H2 0.07244 5.41925 -2.55914  0.00
H3 -3.44531 4.69997 0.36029  0.00
H4 -4.96873 4.16167 2.23041  0.00
H5 -4.65404 2.01899 3.47620  0.00
H6 -2.82795 0.49166 2.75398  0.00
Cl1 -3.40389 -1.99257 -3.10046  0.17
Ge1 -2.52579 -0.47296 -1.84763  0.38
Cl2 -3.82578 1.22367 -2.07075  0.12
Cl3 -2.93089 -1.24613 0.25125  0.23
C12 1.80961 2.34262 0.99299  0.00
O1 0.75179 1.52913 1.52119  0.07
H7 2.30137 2.88905 1.79871  0.00
H8 1.43994 3.03903 0.23865  0.00
H9 2.53053 1.67043 0.53044  0.00
H10 0.06857 2.10506 1.88038  0.00
C13 0.04478 -4.16974 0.87004  0.00
C14 0.44872 -3.37096 -0.36810  0.02
C15 -0.65526 -3.52499 -1.41663  0.00
P1 0.87995 -1.59245 -0.03781  0.11
C16 2.11425 -1.14192 -1.33915  0.01
C17 3.45932 -1.86719 -1.31415  0.00
C18 1.48902 -1.31870 -2.72694  0.01
C19 1.70139 -1.43863 1.61950  0.02
C20 2.88325 -2.34620 1.97313  0.01
C21 0.64502 -1.46077 2.73261  0.02
H11 -0.12263 -5.20572 0.57448  0.00
H12 -0.89245 -3.79495 1.28430  0.00
H13 0.79411 -4.16771 1.65588  0.00
H14 1.37437 -3.79678 -0.77619  0.00
H15 -1.61607 -3.22350 -1.00568  0.00
H16 -0.74248 -4.57751 -1.68677  0.00
H17 -0.47688 -2.96642 -2.33460  0.00
H18 2.29065 -0.07231 -1.17037  0.00
H19 3.34002 -2.93399 -1.51203  0.00
H20 3.99987 -1.75094 -0.37929  0.00
H21 4.08515 -1.46239 -2.11050  0.00
H22 1.46818 -2.37302 -3.00378  0.00
H23 2.10051 -0.80310 -3.46814  0.00
H24 0.46706 -0.93647 -2.79491  0.01
H25 2.07505 -0.41240 1.58161  0.00
H26 2.71045 -3.39337 1.73561  0.00
H27 3.06369 -2.28101 3.04721  0.00
H28 3.80061 -2.03782 1.48102  0.00
H29 -0.28002 -0.94706 2.44773  0.01
H30 1.04481 -0.95667 3.61190  0.00
H31 0.37760 -2.47657 3.02062  0.00

***

Entry 3:
The following is a DFT calculation (the ωB97M-V functional and the def2-TZVPD basis) of a structure of composition C21H31Cl5P2Pd in a non-equilibrium geometry.

Results
2S+1   3
E_HOMO (spin up / spin down)   -4.697 / -7.847 eV
M   629.112 g/mol
<S²>   2.010
Energy   -106942.17415 eV
Gap between HOMO and LUMO (spin up / spin down)   5.1445 / 6.0992 eV
Total charge   0
LUMO level (spin up / spin down)   0.447 / -1.748 eV

Each line ends with the Löwdin spin population.
Cartesian coordinates (Å):
P1 -0.90042 -3.48450 -2.17792  0.20
P2 0.47112 -5.29421 0.31796  0.12
C1 -0.41313 -5.25862 -2.27124  0.02
C2 -0.86290 -5.77877 -0.88330  0.03
H1 0.70830 -5.25716 -2.41238  0.00
H2 -0.93753 -5.76433 -3.08654  0.01
H3 -1.66724 -5.23032 -0.35313  0.00
H4 -0.99929 -6.86681 -0.85563  0.01
C3 1.65304 -6.54359 -0.28274  0.02
H5 2.62749 -6.06711 -0.43291  0.00
H6 1.28085 -6.95147 -1.23897  0.00
H7 1.71608 -7.34696 0.46275  0.00
C4 -0.11313 -5.66083 1.98426  0.03
H8 -0.09282 -6.74573 2.11603  0.01
H9 -1.12832 -5.27053 2.13608  0.00
H10 0.60907 -5.15253 2.63653  0.00
C5 -0.96111 -2.78690 -3.89938  0.03
H11 -1.58257 -1.87260 -3.88219  0.00
H12 -1.44356 -3.49250 -4.59642  0.01
H13 0.01064 -2.51832 -4.32954  0.00
C6 -2.69284 -4.05642 -2.29627  0.05
H14 -3.03474 -4.63450 -1.43268  0.00
H15 -2.70997 -4.74504 -3.16265  0.01
H16 -3.42191 -3.25931 -2.47553  0.00
Pd1 0.76850 -3.39312 -0.60110  0.52
C7 -3.79138 -0.86057 -0.54550  0.00
C8 -3.42327 -0.63745 -1.82134  0.00
C9 -4.34813 -0.40756 -2.97585  0.00
C10 -5.29261 0.85638 -2.70065  0.00
C11 -6.65894 0.60295 -2.14530  0.00
C12 -7.02972 -0.44554 -1.40545  0.00
C13 -6.16185 -1.46378 -0.75114  0.00
C14 -5.09526 -0.85414 0.21883  0.00
C15 0.13645 -1.42752 -1.25783  0.53
H17 -3.03479 -1.39920 0.05081  0.00
H18 -2.34363 -0.66028 -2.12812  0.00
H19 -4.91098 -1.32854 -3.15839  0.00
H20 -3.78585 -0.26072 -3.92706  0.00
H21 -4.72670 1.46535 -1.99370  0.00
H22 -5.35894 1.40501 -3.65249  0.00
H23 -7.32979 1.45643 -2.28727  0.00
H24 -8.09688 -0.62380 -1.25891  0.00
H25 -5.55952 -2.00541 -1.50874  0.00
H26 -6.83027 -2.12321 -0.19143  0.00
H27 -5.36969 0.13392 0.62656  0.00
H28 -4.96692 -1.51026 1.10647  0.00
H29 1.08546 -0.96874 -0.98085  0.05
H30 -0.74013 -0.97602 -0.75105  0.02
H31 0.07878 -1.38031 -2.35080  0.02
Cl1 3.83137 -2.97888 -1.82374  0.02
C16 3.54737 -2.45978 -0.19063  0.03
C17 2.30059 -2.53198 0.40876  0.18
C18 1.97962 -1.92554 1.60806  0.03
Cl2 0.32375 -1.70882 2.10565  0.02
C19 3.01611 -1.43368 2.40985  0.01
Cl3 2.68161 -0.80524 3.96464  0.01
C20 4.31854 -1.43448 1.87060  -0.01
Cl4 5.57028 -0.76191 2.78320  0.00
C21 4.58956 -1.89200 0.55634  0.01
Cl5 6.15252 -1.76254 -0.11286  0.01

***

Entry 4:
The following is a DFT calculation (the ωB97M-V functional and the def2-TZVPD basis) of the molecule C21H31ClN6O in a non-equilibrium geometry.

Results
E_HOMO   -8.033 eV
M   418.973 g/mol
Energy   -45789.81082 eV
Gap between HOMO and LUMO   8.5814 eV
Total charge   0
LUMO level   0.548 eV
SMILES   CC(C)C[C@@H](c1nnnn1C[C@H]1CCCO1)N1CCN(c2cccc(Cl)c2)CC1

Each line ends with the Mulliken charge.
Cartesian coordinates (Å):
C1 -0.72899 1.65910 3.69309  -1.59
C2 0.38066 0.95238 2.91709  0.97
C3 1.73646 1.24958 3.55491  -1.69
C4 0.38746 1.40515 1.45088  -2.06
C5 -0.71452 0.77038 0.58142  1.19
C6 -1.20539 1.81681 -0.35709  -0.69
N1 -2.28845 2.54286 -0.19140  -0.45
N2 -2.35146 3.37086 -1.22437  -0.75
N3 -1.37780 3.19419 -2.01369  -0.49
N4 -0.60875 2.22238 -1.50647  1.23
C7 0.57676 1.76190 -2.16645  -0.40
C8 1.76429 2.73670 -2.03754  0.09
C9 1.42340 4.19341 -2.40271  -0.98
C10 1.37924 4.89228 -1.04346  -0.45
C11 2.38557 4.06774 -0.24629  -0.52
O1 2.23149 2.73505 -0.69740  -0.42
N5 -0.26415 -0.38151 -0.20108  0.35
C12 0.41071 -1.41712 0.56338  -0.13
C13 0.93017 -2.47807 -0.41320  -1.83
N6 -0.13553 -3.07873 -1.18139  0.15
C14 -0.79968 -4.20580 -0.72937  1.10
C15 -0.55943 -4.78238 0.52361  -0.60
C16 -1.19618 -5.94773 0.90427  -0.75
C17 -2.09690 -6.58192 0.06786  -0.57
C18 -2.33003 -6.01943 -1.17602  0.12
Cl1 -3.43254 -6.79152 -2.26606  -0.23
C19 -1.69824 -4.86228 -1.58122  -0.45
C20 -0.85134 -2.04743 -1.90048  -1.19
C21 -1.37329 -0.98259 -0.92946  -0.64
H1 -0.53729 2.72922 3.73522  0.36
H2 -1.69658 1.50858 3.22075  0.34
H3 -0.78221 1.28047 4.71135  0.47
H4 0.20267 -0.12616 2.96828  0.15
H5 1.95427 2.31393 3.49991  0.32
H6 2.53294 0.71145 3.04523  0.38
H7 1.73761 0.95393 4.60146  0.44
H8 0.24304 2.48799 1.44382  0.72
H9 1.35336 1.21448 0.98199  0.49
H10 -1.57180 0.50062 1.22405  0.69
H11 0.84629 0.80492 -1.71321  -0.21
H12 0.34463 1.63363 -3.22704  0.34
H13 2.55878 2.34210 -2.68864  0.42
H14 2.21307 4.61723 -3.02272  0.38
H15 0.47595 4.26508 -2.93194  0.40
H16 0.38460 4.81162 -0.60401  0.19
H17 1.65210 5.94276 -1.09717  0.44
H18 3.41093 4.41040 -0.44739  0.35
H19 2.21407 4.07647 0.83120  0.26
H20 -0.27179 -1.88715 1.29281  0.40
H21 1.25648 -0.98321 1.09459  0.36
H22 1.60333 -1.98785 -1.12581  0.39
H23 1.49627 -3.24640 0.11119  0.56
H24 0.11926 -4.31984 1.22188  0.25
H25 -0.99455 -6.36449 1.87986  0.38
H26 -2.60058 -7.48608 0.36684  0.43
H27 -1.88947 -4.48656 -2.57311  0.53
H28 -0.16093 -1.58256 -2.61227  0.29
H29 -1.69082 -2.46691 -2.44980  0.40
H30 -2.09552 -1.45187 -0.23695  0.30
H31 -1.90164 -0.21007 -1.49175  0.49